ORCA calculation (the ωB97M-V functional and the def2-TZVPD basis) on a 4-piece molecular cluster, C39H78BClF5N2O16P4 overall at a distorted geometry.

Properties
**Charge**: -1
**Frontier orbital gap**: 4.775 eV
**Energy above the lowest of the compared OMol25 structures with the same formula, charge and spin**: 0.00 kcal/mol
**F_max**: 9.0 eV/A

The geometry in XYZ format:
```
146
Properties=species:S:1:pos:R:3:forces:R:3:lowdin_charge:R:1
C 3.9936 -0.3682 6.3295 -0.7187 -0.2923 -1.1025 -0.11
C 3.6583 -1.3886 5.1285 0.1903 1.5721 -0.1202 -0.24
C 4.9075 -1.4443 4.1849 0.0540 -0.8037 0.1353 -0.22
C 4.8025 -2.4147 2.9612 0.7028 -0.7424 1.0393 -0.22
N 3.6173 -2.2354 2.0941 1.8942 -0.0372 -0.4192 0.03
C 3.9395 -1.4895 0.8369 0.8703 0.3591 -1.1606 -0.40
C 4.8020 -2.3931 -0.1609 0.6059 0.2105 -0.1599 -0.07
C 5.5552 -1.5199 -1.2462 -0.7884 -0.8435 -0.5384 -0.21
N 5.3129 -1.6913 -2.4985 -0.0038 -0.3115 1.2912 0.08
O 4.7969 -0.3628 0.9697 -1.7329 -1.0185 1.8425 -0.31
P 4.0588 1.2019 0.6340 1.6442 -0.9131 -3.4621 0.63
C 3.9555 1.7362 2.4365 -0.3886 -0.4760 1.1304 -0.26
C 5.2714 2.1956 3.1603 -0.5418 1.3977 0.9944 -0.72
C 5.5303 3.7682 3.1389 -0.8292 -0.4648 0.2970 -0.15
Cl 6.8268 1.3830 2.6911 -0.4021 0.0115 0.2028 0.56
C 3.5023 2.8787 -0.1598 -0.4498 -0.2534 -0.6369 -0.42
F 4.1339 4.0070 0.3688 -0.7786 -0.9081 -0.2348 0.02
F 3.8913 2.8382 -1.5144 -0.6039 0.5041 1.5126 0.00
C 1.9562 3.1622 -0.1777 -0.4908 2.0908 -1.2934 -0.43
F 1.2770 2.4960 -1.1721 0.8713 0.4191 1.9403 0.11
F 1.7898 4.5235 -0.5410 0.2679 -1.3862 0.5435 0.04
F 1.3214 3.0643 1.0273 0.7309 -0.4049 -1.4849 0.12
O 2.4798 0.4661 0.5380 0.1229 -0.2657 0.4734 -0.29
C 2.4805 -0.9470 0.2653 -0.3191 0.4284 2.1085 -0.19
B 2.0805 -1.3273 -1.2566 0.6448 0.4979 -0.9632 -0.51
O 1.8753 -0.2807 -2.2126 -0.8280 -1.3750 1.3417 0.11
O 1.9722 -2.6628 -1.6950 -0.3884 1.7596 0.0155 0.01
C 1.3300 -2.8113 -2.9744 -0.3061 -1.6360 -1.2253 -0.23
C 2.2885 -2.6494 -4.2081 -0.4987 0.4666 -0.3167 -0.07
C 1.3594 -1.4201 1.2999 -1.8162 -1.6217 0.8190 -0.10
C 0.9574 -0.5987 2.4377 -1.2501 -1.2689 0.5609 -0.02
C -0.0352 -1.0606 3.4256 0.3613 -1.4109 -1.2349 -0.09
C -0.6832 -2.3703 3.3361 2.1353 1.0335 -2.3599 -0.10
C -0.3131 -3.1865 2.1615 0.6223 1.8262 0.7415 -0.09
C 0.6792 -2.7320 1.1742 -0.8280 1.0030 1.8870 -0.03
H 3.1934 0.4287 6.3287 0.8041 -0.8454 0.3834 0.07
H 4.0242 -0.9082 7.3070 0.1970 0.7221 -0.6935 0.06
H 4.9478 0.1525 6.0603 -0.6350 -0.5214 0.6650 0.06
H 3.2948 -2.3753 5.5069 0.4966 0.6684 -0.4025 0.10
H 2.8240 -0.9086 4.5574 0.5244 -0.7479 0.3320 0.07
H 5.1798 -0.4279 3.8102 -0.3444 -0.7779 0.4248 0.05
H 5.7756 -1.8136 4.8151 -0.6957 0.4442 -0.7303 0.12
H 4.7432 -3.4656 3.3853 -0.0247 1.0203 -0.3893 0.12
H 5.7958 -2.3783 2.4244 -0.9703 0.1260 0.2788 0.11
H 3.4124 -3.1824 1.7458 -0.3463 0.5676 0.3125 0.12
H 5.6355 -2.9353 0.3826 -0.9757 0.7096 -0.0894 0.11
H 4.1958 -3.2164 -0.6394 0.4798 0.9756 0.2115 0.11
H 6.3407 -0.7730 -0.9672 -0.9087 -0.7481 0.1099 0.12
H 4.5852 -2.4259 -2.5208 0.2694 0.4330 -0.4167 0.01
H 5.3903 1.7199 0.3500 -0.1966 0.1492 0.9953 0.03
H 4.1431 0.7610 -0.7563 -0.0798 0.2684 0.0630 0.05
H 3.5665 0.8400 3.0088 0.4278 0.8204 -0.6960 0.07
H 3.1871 2.5426 2.6377 0.8431 -0.7189 -0.4261 0.09
H 5.1243 1.9591 4.2557 0.2997 -0.0312 -1.1969 0.08
H 6.1981 4.0839 2.2998 -0.6517 -0.2577 0.7800 0.07
H 4.5187 4.2563 3.0472 1.0744 -0.3136 -0.1266 0.07
H 5.9215 4.0841 4.1471 0.0169 -0.3081 -1.1504 0.07
H 0.9130 -0.1195 -2.2009 0.5050 0.4157 -0.2397 0.11
H 0.9441 -3.8754 -3.0119 0.4326 1.0308 0.3273 0.12
H 0.4049 -2.1758 -3.0888 1.1237 -0.3736 0.2081 0.13
H 2.3492 -1.5664 -4.4829 0.2366 -0.9418 0.2663 0.08
H 1.8640 -3.1914 -5.1045 0.2643 0.5114 0.9921 0.08
H 3.3156 -3.0611 -4.0487 -0.9307 0.3521 0.1124 0.07
H 1.3826 0.4138 2.6502 -0.2831 -1.1896 -0.6501 0.10
H -0.2979 -0.4204 4.3082 0.4292 -0.5009 -1.0521 0.09
H -1.4049 -2.7033 4.1130 0.6136 0.2041 -0.8148 0.08
H -0.8166 -4.1728 2.0499 0.5873 0.8021 -0.0841 0.08
H 0.9044 -3.4460 0.3507 -0.0459 0.8739 0.6147 0.10
O -3.2418 3.5450 -2.3926 -2.8785 -1.2104 2.8553 -0.22
P -3.6244 4.8334 -1.6976 5.4503 4.9017 -5.2717 0.66
O -4.1535 5.6803 -3.0127 -0.6580 -0.2690 0.5644 -0.22
C -5.4566 5.4082 -3.5121 -0.1286 0.0510 -0.0234 -0.30
C -6.5428 5.8993 -2.5711 -0.1284 -0.0454 0.0652 -0.09
O -2.0963 5.4613 -1.6047 -0.7146 -0.3665 0.9286 -0.23
C -0.9593 4.5892 -1.6681 0.1589 -0.1881 -0.2333 -0.30
C -0.4641 4.4277 -3.0939 0.1429 0.1713 -0.3081 -0.07
O -4.1317 6.1145 -0.7158 -1.2895 -3.1501 0.8133 -0.21
C -4.1242 5.8714 0.7032 0.1596 0.1740 0.5542 -0.28
C -2.7307 5.6543 1.2682 0.1411 -0.1836 -0.1104 -0.08
H -5.5616 4.3349 -3.7026 -0.0111 0.0030 -0.0348 0.11
H -5.5449 5.9259 -4.4693 0.1591 -0.0147 0.0309 0.12
H -6.5373 5.3340 -1.6355 -0.0704 0.0088 -0.0311 0.06
H -7.5275 5.7836 -3.0304 0.0421 -0.0248 0.0013 0.07
H -6.3927 6.9494 -2.3167 0.0236 -0.0431 -0.0585 0.08
H -1.1892 3.6266 -1.2083 -0.0638 0.0118 -0.1760 0.10
H -0.1721 5.0306 -1.0626 -0.2797 0.2202 -0.0367 0.10
H -1.2707 4.2855 -3.8171 -0.1261 -0.1541 0.2523 0.06
H 0.2236 3.5839 -3.1710 0.0007 0.0744 0.0479 0.07
H 0.0670 5.3293 -3.4112 0.0460 -0.0468 0.0701 0.08
H -4.7650 5.0123 0.9218 -0.0505 0.0891 0.1084 0.11
H -4.5726 6.7480 1.1746 -0.0742 0.0086 -0.2315 0.12
H -2.3212 4.6949 0.9423 0.0603 0.0525 0.0619 0.07
H -2.7531 5.6477 2.3598 -0.1186 0.0148 -0.0355 0.08
H -2.0451 6.4326 0.9316 -0.0892 -0.0237 0.0153 0.09
O 0.8122 0.3495 -6.8382 -4.3270 -0.6498 0.0390 -0.22
P 0.3353 1.2281 -7.9734 8.4712 2.2417 -2.2217 0.66
O 1.2030 0.5416 -9.1977 -0.9371 -0.1538 -0.0332 -0.22
C 0.7239 -0.6691 -9.7697 -0.0483 -0.0876 -0.1254 -0.30
C -0.5401 -0.4547 -10.5841 -0.1361 -0.0488 -0.0162 -0.09
O 1.3568 2.4912 -7.6472 -1.2008 0.1788 0.1567 -0.23
C 1.8776 2.6185 -6.3191 0.3219 -0.0505 0.3155 -0.30
C 3.2071 1.9013 -6.1641 0.3060 0.0630 -0.0770 -0.06
O -0.4234 2.2174 -9.1170 -2.0964 -1.8084 2.0963 -0.21
C -1.5474 2.9852 -8.6484 -0.2794 0.5207 0.0366 -0.28
C -1.1705 4.0330 -7.6149 0.1263 -0.0799 0.2062 -0.08
H 0.5582 -1.4094 -8.9802 0.0278 -0.0246 -0.0158 0.11
H 1.5143 -1.0481 -10.4202 0.0717 0.1052 0.1121 0.12
H -1.3758 -0.1620 -9.9430 -0.0207 -0.0565 -0.0506 0.06
H -0.8193 -1.3736 -11.1053 0.0194 0.0126 0.0451 0.07
H -0.4007 0.3398 -11.3185 0.0480 -0.0458 0.0349 0.08
H 1.1416 2.2707 -5.5925 0.1396 -0.1070 -0.0301 0.09
H 2.0188 3.6839 -6.1192 -0.0650 0.0274 -0.2526 0.12
H 3.2214 0.9164 -6.6341 -0.2799 0.0180 0.1347 0.07
H 3.4628 1.7852 -5.1087 -0.0257 0.0164 -0.0379 0.08
H 4.0020 2.4766 -6.6464 -0.0419 0.0337 0.0596 0.07
H -2.3025 2.3039 -8.2458 -0.0919 0.0889 -0.0767 0.11
H -1.9777 3.4781 -9.5223 0.1303 -0.1821 -0.0887 0.12
H -0.8933 3.5655 -6.6666 -0.0069 0.0960 0.0037 0.06
H -2.0110 4.7014 -7.4176 -0.0418 -0.0847 -0.0700 0.08
H -0.3172 4.6243 -7.9489 -0.0717 -0.0563 -0.0352 0.09
O -4.8351 -3.9082 6.8510 -1.3883 -0.9046 3.8914 -0.22
P -5.1760 -5.3803 6.7824 2.7664 -0.6727 -8.4925 0.66
O -3.7209 -5.9560 6.2714 -0.3913 -0.1370 0.8764 -0.22
C -2.6779 -6.1115 7.2291 0.2034 -0.1082 0.1280 -0.29
C -2.9566 -7.2484 8.1962 -0.0352 -0.0274 0.1227 -0.09
O -5.9408 -5.3262 5.3108 -0.7018 -0.1732 0.8974 -0.24
C -6.4731 -4.0907 4.8317 0.1446 0.3022 -0.1337 -0.31
C -5.4633 -3.3445 3.9776 0.1178 -0.0460 -0.3267 -0.07
O -5.7193 -6.9762 6.9241 -0.4250 2.0402 2.8108 -0.21
C -6.9839 -7.1651 7.5838 -0.4864 -0.2593 0.0173 -0.28
C -8.1542 -6.5671 6.8220 -0.0097 0.2441 -0.0744 -0.08
H -2.5281 -5.1699 7.7668 0.0343 0.0026 -0.0287 0.11
H -1.7643 -6.3248 6.6722 -0.1234 0.0870 -0.1152 0.12
H -3.8160 -7.0211 8.8334 0.0606 -0.0265 0.0506 0.06
H -2.0929 -7.4205 8.8423 -0.0257 0.0441 -0.0274 0.08
H -3.1855 -8.1700 7.6592 0.0464 0.0589 -0.0165 0.08
H -6.8285 -3.4786 5.6631 0.1832 0.0163 -0.0109 0.10
H -7.3552 -4.3230 4.2287 0.0741 -0.2408 0.0247 0.11
H -4.4569 -3.3481 4.3987 -0.1908 0.0378 0.2508 0.07
H -5.7724 -2.3075 3.8295 -0.0020 -0.0467 -0.0057 0.08
H -5.3793 -3.8183 2.9964 -0.0553 0.0430 0.0277 0.08
H -6.9272 -6.7447 8.5919 -0.0709 -0.1321 0.0371 0.11
H -7.1296 -8.2423 7.6815 0.2295 0.0327 -0.0355 0.12
H -8.1229 -5.4748 6.8517 -0.0613 -0.0363 -0.0372 0.07
H -9.1028 -6.8805 7.2625 0.0883 -0.0582 0.0700 0.08
H -8.1335 -6.8658 5.7734 0.0317 -0.0321 0.0896 0.09
```
Positions in Å, forces in eV/Å.

---

ORCA calculation (the ωB97M-V functional and the def2-TZVPD basis) on C2H4O3Tm as an isolated structure at a distorted geometry.

Properties
**Multiplicity**: 3
**Charge**: +3
**Frontier orbital gap (spin up / spin down)**: 10.349 / 4.523 eV
**Energy above the lowest of the compared OMol25 structures with the same formula, charge and spin**: 0.00 kcal/mol
**F_max**: 3.6 eV/A

The geometry in XYZ format:
```
10
Properties=species:S:1:pos:R:3:forces:R:3:nbo_charge:R:1
O 1.5712 -0.2955 -0.6524 0.8489 -0.8171 1.3339 -0.21
C 0.4404 -0.6711 -0.4699 -0.0658 2.8415 -2.1362 0.96
Tm -0.7086 0.9506 -2.5533 -0.1302 -0.1175 -0.2862 2.30
O -0.4513 0.0698 0.1610 0.7061 -0.5145 1.0953 -0.39
O -0.2236 -1.1377 -1.5528 -0.6525 -1.3015 -1.1650 -0.82
H -0.4130 -2.0878 -1.5672 -0.1817 -0.9214 -0.2694 0.61
C -0.1060 0.6715 1.4315 0.2667 1.3444 1.2850 -0.30
H -0.2887 1.7397 1.2902 -0.5410 -0.1266 0.4173 0.25
H -0.7546 0.1755 2.1574 -0.3297 0.2571 0.2030 0.31
H 0.9342 0.5850 1.7556 0.0794 -0.6444 -0.4777 0.28
```
Positions in Å, forces in eV/Å.

---

ORCA calculation (the ωB97M-V functional and the def2-TZVPD basis) on an isolated ion of composition CH7N4P2 and charge +1 at a distorted geometry.

Properties
**Charge**: +1
**Frontier orbital gap**: 9.563 eV
**Structure (SMILES)**: NC(=[NH2+])/N=P/NP
**Energy above the lowest of the compared OMol25 structures with the same formula, charge and spin**: 29.69 kcal/mol
**F_max**: 5.7 eV/A

The geometry in XYZ format:
```
14
Properties=species:S:1:pos:R:3:forces:R:3:nbo_charge:R:1
C -1.7284 -0.1299 0.1295 5.4677 -0.6222 1.6466 0.71
N -0.2512 -0.6717 0.6565 -4.7464 0.4250 -1.5983 -0.97
N -1.7903 1.1982 0.1669 -4.4753 -3.0350 -1.4654 -0.72
N 2.3328 -0.5249 0.5484 -1.0935 -0.1444 -0.3204 -1.23
N -2.6683 -1.0107 -0.2085 2.1434 0.5461 0.2791 -0.73
P 0.9400 0.1711 0.0463 0.0913 0.6394 -0.3203 1.27
P 3.8725 0.0540 -0.0883 -1.6429 1.4183 -1.3789 0.59
H -1.0659 1.7641 0.4001 2.6143 1.5885 1.0385 0.43
H -2.6303 1.6495 -0.1792 0.1235 0.1236 0.1330 0.42
H 2.1900 -1.4716 0.8196 0.4102 -0.9529 0.5938 0.43
H -2.3738 -1.9320 -0.5258 0.0948 0.2079 0.5387 0.45
H -3.5377 -0.7072 -0.5588 -1.1257 0.5016 -0.3167 0.42
H 3.3120 0.2280 -1.5249 1.0913 -0.0986 1.7605 -0.03
H 3.3987 1.3832 0.3181 1.0473 -0.5971 -0.5902 -0.03
```
Positions in Å, forces in eV/Å.

---

ORCA calculation (the ωB97M-V functional and the def2-TZVPD basis) on a 11-piece molecular cluster, C4H30NO12 overall at a distorted geometry.

Properties
**Charge**: +1
**Frontier orbital gap**: 10.755 eV
**Energy above the lowest of the compared OMol25 structures with the same formula, charge and spin**: 0.00 kcal/mol
**F_max**: 3.2 eV/A

The geometry in XYZ format:
```
47
Properties=species:S:1:pos:R:3:forces:R:3:nbo_charge:R:1
C -2.2778 0.8903 0.5695 -1.1041 -1.0999 -1.3761 -0.69
C -0.8262 0.8450 0.2280 1.1342 2.1118 2.1687 0.03
C -0.0974 -0.3932 0.7465 -2.8252 0.4807 -0.5214 -0.59
C 1.2997 -0.5826 0.3022 0.5184 -0.1531 0.1180 0.80
O 1.9177 0.5948 0.0643 -0.1809 0.1442 0.3217 -0.72
O 1.8512 -1.6349 0.1326 -0.0768 0.1254 -0.1657 -0.57
N -0.2023 2.1486 0.9804 -1.2875 -0.8302 -2.3269 -0.76
H -2.8235 1.6699 0.0450 0.3286 0.6605 0.3365 0.24
H -2.7475 0.0236 0.0862 0.1225 -0.2470 0.4906 0.29
H -2.5158 0.8702 1.6308 0.2185 0.0596 0.0598 0.23
H -0.5583 1.1081 -0.7818 -0.3202 -0.3620 -0.5372 0.21
H -0.3422 -0.4301 1.8015 0.8681 -0.1903 0.2548 0.29
H -0.7863 -1.1528 0.3581 0.7303 -0.5979 -0.1419 0.29
H 2.6507 0.4209 -0.5454 0.0640 0.0238 -0.1675 0.52
H -0.3240 2.0939 1.9944 0.7884 -0.2692 -0.2035 0.45
H 0.6971 2.1583 0.4887 0.7069 0.5252 1.3316 0.48
H -0.7291 2.9411 0.5919 0.0139 -0.0564 0.1456 0.45
H -2.4322 -3.7500 2.3443 -0.1219 -0.0530 0.0292 0.47
H -1.9608 -2.3284 2.4088 0.1040 -0.0783 0.0419 0.48
O -2.6839 -2.8645 2.0637 -0.0981 0.0663 -0.1281 -0.96
H 2.7873 1.0662 -3.1224 -0.0135 -0.0405 -0.0672 0.49
H 1.9728 -0.2265 -3.1094 0.0769 0.0553 0.0473 0.49
O 2.2603 0.5025 -2.5458 0.0748 -0.0564 -0.2176 -0.97
H 1.1554 1.5192 3.6792 -0.0612 -0.1708 0.1547 0.49
H 0.4733 0.2055 4.0937 -0.1016 0.0936 0.0403 0.50
O 0.3888 0.9592 3.4973 0.2743 0.1916 0.0781 -0.98
H -3.6256 -1.4823 -1.9588 -0.2657 -0.2236 0.1018 0.47
H -3.9279 -2.2754 -0.6425 -0.1021 -0.0516 -0.0759 0.50
O -3.2865 -1.7175 -1.0908 0.4375 0.2111 -0.0387 -0.96
H 3.8913 -1.7345 -1.1065 0.0298 -0.2652 0.0542 0.47
H 4.8851 -1.0320 -0.2332 0.2555 -0.1251 0.1041 0.46
O 4.8285 -1.7489 -0.8735 -0.2715 0.3263 -0.0832 -0.93
H 2.0935 4.5739 -0.8354 -0.2285 -0.0829 0.0533 0.49
H 2.8969 3.2972 -0.8633 -0.0284 -0.1138 0.0429 0.48
O 2.0041 3.6208 -0.7028 0.1321 0.1136 -0.0383 -0.96
H -2.1378 0.4811 -4.4643 0.3147 -0.1406 0.0655 0.48
H -2.5933 1.8662 -4.1950 0.1439 0.2057 0.0667 0.47
O -1.8562 1.2762 -3.9960 -0.4541 -0.0223 -0.0798 -0.95
H -2.0689 3.7536 -1.8700 -0.1333 0.2217 0.2167 0.49
H -0.7973 2.9703 -1.8067 0.1816 0.1547 -0.0512 0.48
O -1.3098 3.6097 -1.2940 0.0469 -0.3101 -0.2592 -0.96
H 0.1124 -3.3579 1.8508 0.4857 0.1336 0.2373 0.51
H 0.9584 -2.4418 2.7576 0.0704 -0.2837 -0.1486 0.47
O 0.0657 -2.7758 2.6306 -0.2932 0.1784 0.1543 -0.99
H 1.9878 -4.6638 0.3572 0.1294 0.1103 0.3597 0.49
H 0.6399 -4.4807 -0.2562 -0.2101 0.0686 0.1014 0.48
O 1.0928 -4.3925 0.5904 -0.0732 -0.4381 -0.5487 -0.95
```
Positions in Å, forces in eV/Å.

---

- Among the records above, which one has the lowest F_max?
  C4H30NO12

---

- What is the formula in the third record?
  CH7N4P2

---

- The lowest charge belongs to which entry?
  C39H78BClF5N2O16P4

---

- Which formula does entry 2 have?
  C2H4O3Tm